No. 1
{"formula": "C6H10O2S", "method": "the ωB97M-V functional and the def2-TZVPD basis", "species": ["C", "C", "C", "C", "C", "C", "O", "O", "S", "H", "H", "H", "H", "H", "H", "H", "H", "H", "H"], "positions_angstrom": [[-1.288, -0.392, -0.123], [-0.229, -1.286, -0.644], [1.214, -0.884, -0.634], [-1.279, 0.929, -0.182], [0.732, -1.948, 0.302], [-2.354, 1.804, 0.370], [2.193, 1.537, -0.876], [3.046, -0.035, 0.888], [1.695, 0.673, 0.177], [-2.135, -0.903, 0.320], [-0.562, -1.892, -1.484], [1.855, -1.132, -1.468], [0.673, -1.684, 1.348], [1.028, -2.971, 0.123], [-3.216, 1.218, 0.682], [-2.669, 2.534, -0.374], [-1.979, 2.355, 1.234], [-0.456, 1.449, -0.656], [3.731, 0.628, 0.996]], "lowdin_charge": [-0.105, -0.273, -0.352, -0.188, -0.099, -0.090, -0.460, -0.302, 0.920, 0.115, 0.141, 0.126, 0.109, 0.107, 0.073, 0.075, 0.077, 0.075, 0.049], "relative_energy_kcal_mol": 29.6, "lumo_ev": 0.73, "orbital_gap_ev": 9.900, "e_tot_ha": -783.2092, "total_charge": 0}

No. 2
{"formula": "C6H10O3", "method": "the ωB97M-V functional and the def2-TZVPD basis", "species": ["C", "C", "C", "C", "C", "C", "O", "O", "O", "H", "H", "H", "H", "H", "H", "H", "H", "H", "H"], "positions_angstrom": [[0.479, 0.459, 0.248], [0.535, -0.629, -0.740], [0.625, -2.082, -0.444], [0.948, 0.181, 1.656], [-1.926, 1.237, -0.749], [-1.223, 0.267, 0.153], [1.858, -1.579, -0.781], [0.878, 1.699, -0.225], [-1.769, -0.501, 0.897], [1.679, 1.596, -0.754], [0.382, -0.325, -1.773], [0.478, -2.364, 0.600], [0.148, -2.750, -1.165], [1.963, -0.210, 1.625], [0.309, -0.555, 2.132], [0.910, 1.099, 2.236], [-2.980, 1.279, -0.491], [-1.516, 2.239, -0.640], [-1.781, 0.940, -1.787]], "lowdin_charge": [-0.465, -0.128, -0.198, 0.007, 0.004, -0.343, -0.057, 0.026, 0.106, 0.121, 0.153, 0.120, 0.121, 0.095, 0.081, 0.094, 0.088, 0.086, 0.092], "relative_energy_kcal_mol": 59.2, "lumo_ev": 0.62, "orbital_gap_ev": 9.875, "e_tot_ha": -460.2560, "total_charge": 0}

No. 3
{"formula": "C6H10O3Si", "method": "the ωB97M-V functional and the def2-TZVPD basis", "species": ["C", "C", "C", "C", "C", "C", "O", "O", "O", "Si", "H", "H", "H", "H", "H", "H", "H", "H", "H", "H"], "positions_angstrom": [[-2.803, 1.099, -0.307], [0.129, -2.638, 0.350], [1.064, 0.231, -0.465], [-0.129, 1.008, 0.073], [2.161, 0.233, 0.617], [-1.382, 0.873, -0.860], [-3.515, 2.011, -0.631], [-1.085, -2.434, 0.509], [2.193, -0.929, 1.355], [1.389, -2.242, 1.897], [-3.093, 0.361, 0.507], [0.467, -3.166, -0.502], [0.873, -0.953, -0.548], [1.358, 0.620, -1.397], [-0.404, 0.790, 1.203], [0.209, 2.072, 0.040], [3.131, 0.531, 0.079], [2.116, 1.150, 1.270], [-1.348, 1.557, -1.820], [-1.329, -0.174, -1.371]], "lowdin_charge": [-0.283, -0.465, -0.209, -0.219, -0.307, -0.173, 0.044, -0.052, -0.397, 0.862, 0.130, 0.060, 0.103, 0.096, 0.153, 0.118, 0.136, 0.130, 0.143, 0.129], "lumo_ev": [-0.61, -2.06], "s2": 2.011, "orbital_gap_ev": [5.937, 7.653], "e_tot_ha": -749.6589, "total_charge": 0, "multiplicity": 3}

No. 4
{"formula": "C6H10O5S", "method": "the ωB97M-V functional and the def2-TZVPD basis", "species": ["C", "C", "C", "C", "C", "C", "O", "O", "O", "O", "O", "S", "H", "H", "H", "H", "H", "H", "H", "H", "H", "H"], "positions_angstrom": [[0.410, -0.487, -1.531], [-0.095, -0.009, 1.053], [0.820, 1.584, -2.521], [1.264, 1.710, 1.965], [-1.944, -2.510, 0.882], [-0.071, -1.177, 0.150], [0.821, -1.233, -2.388], [-1.089, 0.537, 1.430], [0.317, 0.783, -1.427], [1.201, 0.435, 1.274], [-1.239, -1.761, -0.118], [1.286, -2.303, 0.475], [1.625, 2.230, -2.053], [-0.013, 2.206, -2.720], [1.062, 0.925, -3.287], [1.855, 2.328, 1.402], [1.527, 1.667, 3.058], [0.234, 2.117, 2.072], [-2.806, -3.122, 0.336], [-2.632, -1.837, 1.449], [-1.262, -3.193, 1.323], [1.552, -2.586, -0.917]], "lowdin_charge": [-0.400, -0.497, 0.035, -0.030, -0.061, -0.659, 0.086, 0.143, -0.003, -0.091, -0.168, 0.858, 0.129, 0.087, 0.070, 0.055, 0.111, 0.093, 0.128, 0.097, 0.052, -0.040], "relative_energy_kcal_mol": 22.6, "lumo_ev": 0.57, "orbital_gap_ev": 9.660, "e_tot_ha": -1008.9210, "total_charge": 0}

No. 5
{"formula": "C6H10OS", "method": "the ωB97M-V functional and the def2-TZVPD basis", "species": ["C", "C", "C", "C", "C", "C", "O", "S", "H", "H", "H", "H", "H", "H", "H", "H", "H", "H"], "positions_angstrom": [[-0.835, 0.543, 0.913], [0.323, 1.927, -0.797], [0.216, 1.532, 0.473], [-0.483, -0.926, 0.551], [1.695, -0.164, 0.579], [-1.390, -1.525, -0.517], [0.850, -1.027, 0.048], [3.224, -0.243, -0.189], [-0.975, 0.615, 1.991], [-1.781, 0.792, 0.430], [-0.261, 1.463, -1.574], [1.026, 2.680, -1.108], [0.759, 2.054, 1.246], [-0.538, -1.543, 1.457], [-1.173, -2.584, -0.639], [-1.214, -1.032, -1.472], [-2.433, -1.411, -0.235], [2.989, -1.150, -1.156]], "lowdin_charge": [-0.139, -0.004, -0.268, -0.360, -0.524, -0.034, -0.185, 0.795, 0.114, 0.113, 0.063, 0.059, 0.102, 0.145, 0.080, 0.083, 0.084, -0.123], "relative_energy_kcal_mol": 79.8, "lumo_ev": 0.67, "orbital_gap_ev": 8.587, "e_tot_ha": -707.9231, "total_charge": 0}

No. 6
{"formula": "C6H10OSe", "method": "the ωB97M-V functional and the def2-TZVPD basis", "species": ["C", "C", "C", "C", "C", "C", "O", "Se", "H", "H", "H", "H", "H", "H", "H", "H", "H", "H"], "positions_angstrom": [[0.487, -0.893, 0.874], [0.793, -1.276, -0.548], [0.819, -0.001, -1.307], [-0.436, 0.786, -1.216], [-0.853, 1.157, 0.099], [-0.812, -0.103, 0.979], [1.200, -1.229, 1.802], [-1.075, 0.312, 2.938], [1.826, -1.721, -0.474], [0.133, -1.957, -1.048], [1.627, 0.635, -0.735], [1.120, -0.072, -2.273], [-0.355, 1.602, -1.879], [-1.188, 0.106, -1.771], [0.069, 1.777, 0.398], [-1.667, 1.785, 0.288], [-1.851, -0.705, 0.795], [0.165, -0.202, 3.078]], "lowdin_charge": [-0.433, -0.125, -0.218, -0.278, -0.255, -0.513, 0.049, 0.837, 0.144, 0.123, 0.167, 0.084, 0.107, 0.155, 0.150, 0.096, 0.154, -0.242], "relative_energy_kcal_mol": 8.4, "lumo_ev": 0.56, "orbital_gap_ev": 9.091, "e_tot_ha": -2711.2236, "total_charge": 0}